{
  "formula": "C13H18N",
  "method": "ωB97M-V/def2-TZVPD",
  "lumo_ev": -2.9,
  "total_charge": 1,
  "e_tot_ev": -15257.2195,
  "de_lowest_ev": 0.000,
  "smiles": "C[C@H]1C=C(c2ccccc2)C(C)(C)[NH2+]1",
  "multiplicity": 1,
  "elements": ["C", "C", "C", "C", "C", "C", "C", "C", "C", "C", "C", "C", "C", "N", "H", "H", "H", "H", "H", "H", "H", "H", "H", "H", "H", "H", "H", "H", "H", "H", "H", "H"],
  "coordinates": [[-2.756993, 2.146281, 0.122283], [-1.955544, 1.060977, -0.575153], [-0.484271, 1.336103, -0.663239], [0.266480, 0.294224, -0.299015], [1.722658, 0.294325, -0.192783], [2.365834, 1.481083, 0.170494], [3.741138, 1.533608, 0.281808], [4.504232, 0.404193, 0.031185], [3.879521, -0.777332, -0.330562], [2.502382, -0.835963, -0.437920], [-0.617168, -0.896470, 0.048892], [-0.242094, -1.576381, 1.355331], [-0.759942, -1.885591, -1.103643], [-1.970998, -0.215954, 0.219304], [-2.334633, 2.375896, 1.098592], [-3.797997, 1.853794, 0.239551], [-2.732359, 3.053933, -0.474050], [-2.379348, 0.864559, -1.566743], [-0.124047, 2.287586, -1.002520], [1.778576, 2.359719, 0.388562], [4.219190, 2.457765, 0.567432], [5.578619, 0.445118, 0.116439], [4.467014, -1.659665, -0.533002], [2.046555, -1.764269, -0.744351], [-0.957537, -2.354990, 1.611720], [-0.185881, -0.854869, 2.168648], [0.737159, -2.036666, 1.263719], [-1.523908, -2.628386, -0.879478], [0.170483, -2.418155, -1.268774], [-1.013384, -1.372583, -2.028546], [-2.090617, 0.029290, 1.208891], [-2.737040, -0.838973, -0.048243]],
  "atomic_forces_ev_per_a": [[-0.1, -0.2, -0.1], [0.0, 0.6, -0.3], [-0.1, -0.6, 0.2], [-0.7, 0.4, -0.1], [0.5, 0.0, 0.1], [-0.1, -0.1, 0.0], [0.1, 0.0, 0.0], [0.0, 0.0, 0.0], [0.1, 0.0, 0.0], [-0.1, 0.1, 0.0], [0.4, -0.4, 0.0], [-0.1, 0.0, -0.1], [0.0, 0.1, 0.0], [0.0, 0.0, 0.2], [0.1, 0.0, 0.1], [-0.1, 0.0, 0.0], [0.0, 0.1, 0.0], [0.0, -0.1, 0.1], [0.1, 0.2, -0.1], [-0.1, 0.1, 0.1], [0.0, 0.1, 0.0], [0.1, 0.0, 0.0], [0.1, -0.1, 0.0], [0.0, -0.1, 0.0], [-0.1, -0.1, 0.0], [0.0, 0.1, 0.1], [0.0, 0.0, 0.0], [-0.1, -0.1, 0.0], [0.0, 0.0, 0.0], [0.0, 0.0, -0.1], [0.0, -0.1, -0.2], [0.1, 0.1, 0.1]],
  "nbo_charge": [-0.628, -0.070, -0.209, 0.001, -0.029, -0.201, -0.192, -0.178, -0.194, -0.220, 0.126, -0.638, -0.635, -0.507, 0.222, 0.229, 0.254, 0.228, 0.247, 0.214, 0.229, 0.230, 0.228, 0.203, 0.227, 0.227, 0.259, 0.222, 0.249, 0.230, 0.436, 0.440]
}

=====

{
  "formula": "C13H18N2",
  "method": "ωB97M-V/def2-TZVPD",
  "lumo_ev": [0.3, 0.3],
  "total_charge": 0,
  "e_tot_ev": -16748.8998,
  "de_lowest_ev": 4.627,
  "multiplicity": 1,
  "elements": ["C", "C", "C", "C", "C", "C", "C", "C", "C", "C", "C", "C", "C", "N", "N", "H", "H", "H", "H", "H", "H", "H", "H", "H", "H", "H", "H", "H", "H", "H", "H", "H", "H"],
  "coordinates": [[1.889310, 3.123135, 2.824626], [2.245557, 2.968982, 1.409697], [0.807244, 2.525343, 3.413268], [1.420786, 2.273009, 0.580622], [0.061082, 1.791737, 2.545035], [0.299241, 1.746446, 1.137141], [-1.162409, 1.060126, 2.876481], [-1.667728, 0.574296, 1.707494], [-0.760373, 0.857075, 0.579732], [0.288584, -0.239031, -2.121978], [0.008388, -2.657391, -1.496901], [-2.005637, -1.139534, -1.384389], [-0.451063, -1.236485, -1.206429], [0.917067, -1.322974, 0.663494], [-0.269359, -0.936139, 0.155903], [2.552469, 3.643164, 3.478597], [3.169449, 3.311631, 0.956748], [0.802482, 2.539026, 4.454779], [1.837197, 2.100319, -0.344697], [-1.429886, 1.032339, 3.885694], [-2.592906, -0.076189, 1.473097], [-1.173329, 1.127418, -0.416059], [1.185947, 0.007925, -1.605906], [0.408653, -0.457830, -3.186880], [-0.330109, 0.699932, -2.124038], [-0.117048, -2.940934, -2.643558], [-0.614249, -3.309882, -0.898502], [1.053679, -2.818925, -1.302139], [-2.378045, -0.129873, -1.773956], [-2.355868, -2.037400, -1.848113], [-2.358410, -1.257319, -0.420281], [0.736913, -1.380827, 1.639567], [1.772995, -1.064022, 0.175666]],
  "atomic_forces_ev_per_a": [[1.9, 0.4, -2.5], [-0.1, 0.9, 3.0], [1.6, 0.1, -1.9], [0.2, 0.2, 1.5], [-1.5, -0.2, -1.1], [-1.5, -1.9, 1.0], [0.4, -0.3, -2.8], [-1.7, -1.1, 0.4], [0.5, -1.4, -1.7], [-1.8, 1.3, 0.0], [-0.6, -0.6, -2.4], [1.1, 1.2, -1.4], [-1.2, 0.7, -2.7], [-0.5, -0.2, -0.4], [-0.4, 1.9, 2.2], [0.6, 0.5, 0.1], [0.1, 0.4, 0.6], [-0.8, 0.0, 1.6], [0.0, -0.5, -2.4], [-1.0, -0.4, 1.2], [1.6, 1.3, 0.9], [0.1, 0.0, 1.1], [1.2, 0.3, -0.2], [0.2, -0.5, 0.4], [0.7, -0.6, 0.0], [-0.1, 0.8, 2.3], [0.1, -0.5, 0.1], [0.3, -0.1, 0.3], [0.4, -1.7, 0.1], [-0.5, -0.1, -1.2], [-1.0, 0.1, 2.1], [1.4, 0.0, 0.8], [0.0, 0.4, 0.9]],
  "nbo_charge": [-0.179, -0.221, -0.263, -0.200, 0.052, -0.098, -0.248, -0.174, -0.153, -0.628, -0.595, -0.614, 0.082, -0.656, -0.239, 0.201, 0.210, 0.217, 0.210, 0.215, 0.224, 0.228, 0.193, 0.222, 0.200, 0.206, 0.215, 0.216, 0.205, 0.216, 0.220, 0.391, 0.348]
}

=====

{
  "formula": "C13H18N2O3S",
  "method": "ωB97M-V/def2-TZVPD",
  "lumo_ev": 0.4,
  "total_charge": 0,
  "e_tot_ev": -33732.7709,
  "de_lowest_ev": 0.000,
  "smiles": "CSCC[C@H](NC(=O)Nc1ccccc1C)C(=O)O",
  "multiplicity": 1,
  "elements": ["C", "S", "C", "C", "C", "N", "C", "O", "N", "C", "C", "C", "C", "C", "C", "C", "C", "O", "O", "H", "H", "H", "H", "H", "H", "H", "H", "H", "H", "H", "H", "H", "H", "H", "H", "H", "H"],
  "coordinates": [[4.601189, 2.700207, 0.140874], [5.030442, 1.049651, 0.767096], [3.968742, 0.021860, -0.298883], [2.525485, 0.005509, 0.182130], [1.623129, -0.789618, -0.778212], [0.228381, -0.735511, -0.361722], [-0.230022, -1.093261, 0.860705], [0.440512, -1.720961, 1.678964], [-1.522465, -0.775261, 1.147165], [-2.415946, 0.044591, 0.436100], [-2.001709, 1.266793, -0.085029], [-2.892483, 2.071204, -0.772190], [-4.206357, 1.667384, -0.928739], [-4.624582, 0.462981, -0.389924], [-3.747206, -0.364860, 0.294639], [-4.205003, -1.668818, 0.873146], [2.166333, -2.233041, -0.932688], [2.678499, -2.577436, -1.963678], [2.065876, -3.013515, 0.117386], [3.561813, 2.928250, 0.358595], [4.789977, 2.741403, -0.928192], [5.245072, 3.403273, 0.657955], [4.402345, -0.976426, -0.263487], [4.048661, 0.402266, -1.317644], [2.141275, 1.027423, 0.246248], [2.482814, -0.431464, 1.181612], [1.673811, -0.339804, -1.774534], [-0.427825, -0.314276, -0.999243], [-1.878687, -1.228282, 1.977329], [-0.986285, 1.598598, 0.074718], [-2.560396, 3.016602, -1.173169], [-4.906209, 2.291763, -1.462163], [-5.652948, 0.154063, -0.506594], [-4.215286, -1.623744, 1.963113], [-5.211259, -1.901802, 0.536336], [-3.540788, -2.478993, 0.574869], [1.551108, -2.586756, 0.867098]],
  "atomic_forces_ev_per_a": [[0.0, -0.6, 0.1], [0.0, 0.0, -0.2], [0.1, 0.4, 0.4], [0.0, -0.1, -0.2], [0.3, -0.1, 0.3], [-0.2, 0.1, -0.2], [0.0, 0.0, -0.3], [0.2, -0.1, 0.3], [-0.4, -0.1, 0.5], [-0.2, 0.3, -0.3], [0.0, 0.0, 0.1], [0.0, 0.0, -0.1], [0.0, 0.1, 0.0], [0.1, 0.1, 0.0], [0.1, 0.0, 0.0], [0.0, 0.0, 0.0], [-0.3, 0.7, -0.4], [0.2, -0.1, -0.1], [0.0, -0.4, 0.6], [-0.1, 0.1, 0.0], [0.0, 0.1, -0.1], [0.0, 0.1, 0.0], [0.0, 0.0, -0.1], [0.0, -0.1, -0.1], [0.0, 0.0, 0.0], [0.0, 0.1, -0.1], [0.0, -0.2, 0.2], [0.1, -0.1, 0.0], [0.2, 0.0, -0.1], [0.1, 0.0, 0.0], [0.0, 0.1, 0.0], [-0.1, 0.1, -0.1], [-0.1, -0.1, 0.0], [0.0, -0.1, 0.1], [-0.1, 0.0, 0.0], [0.0, -0.1, 0.0], [0.1, 0.0, -0.4]],
  "nbo_charge": [-0.739, 0.190, -0.528, -0.425, -0.151, -0.626, 0.804, -0.689, -0.642, 0.204, -0.271, -0.203, -0.213, -0.183, -0.056, -0.637, 0.778, -0.587, -0.688, 0.206, 0.212, 0.233, 0.238, 0.213, 0.205, 0.235, 0.230, 0.416, 0.418, 0.221, 0.219, 0.218, 0.213, 0.216, 0.226, 0.228, 0.513]
}